Entry 1:
A single C5H4O2S molecule in a non-equilibrium geometry. Source: OMol25; level of theory: ωB97M-V with the def2-TZVPD basis set.

Calculated values
**HOMO (spin up / spin down)**: -7.14 / -9.43 eV
**M**: 128.15 g mol⁻¹
**Total charge**: 0
**<S²>**: 2.0164
**Strongest force on any atom**: 4.9 eV/Å
**LUMO (spin up / spin down)**: 0.0252 / -0.0731 Ha
**2S+1**: 3
**Relative energy (zero: lowest compared OMol25 entry of this formula, charge and spin)**: 34.92 kcal per mole

The geometry in XYZ format:
```
12
Properties=species:S:1:pos:R:3:forces:R:3:nbo_charge:R:1
C -1.2664 0.4599 0.2946 2.0883 2.3732 -2.1673 -0.4281
C -0.4665 -1.8107 0.7064 0.6109 -1.5046 0.3680 -0.4198
C 0.1946 0.4681 0.0369 -0.5331 -0.5635 -1.1426 0.0771
C 0.7295 -1.2794 0.2658 -0.6997 2.8766 -0.1926 0.4580
C 0.7519 1.4754 -0.9322 -0.7623 -0.9178 0.2536 -0.1022
O 1.7066 -1.9750 0.1084 0.8529 1.1854 -0.4514 -0.4852
O 0.6920 1.7365 0.4369 2.2171 -0.4106 1.5339 -0.4676
S -1.7947 -0.9009 1.0023 -3.8587 -2.0834 2.1664 0.5145
H -1.9279 1.2706 -0.0459 0.4458 -0.5695 0.3609 0.2417
H -0.4184 -2.8397 0.9834 -0.4109 -0.6058 0.0967 0.2443
H 1.6571 1.2027 -1.4358 0.8101 0.1329 0.1901 0.1896
H 0.1423 2.1925 -1.4208 -0.7604 0.0871 -1.0157 0.1777
```
Positions in Å, forces in eV/Å.



Entry 2:
A gas-phase ion, C5H4O5P (charge -1) in a non-equilibrium geometry. Source: OMol25; level of theory: ωB97M-V with the def2-TZVPD basis set.

Calculated values
**SMILES string**: CC1=CC(=O)OP([O-])OC1=O
**HOMO**: -5.31 eV
**M**: 175.06 g mol⁻¹
**Total charge**: -1
**Strongest force on any atom**: 4.1 eV/Å
**LUMO**: 0.1382 Ha
**Relative energy (zero: lowest compared OMol25 entry of this formula, charge and spin)**: 5.80 kcal per mole

The geometry in XYZ format:
```
15
Properties=species:S:1:pos:R:3:forces:R:3:nbo_charge:R:1
C 0.6641 -0.1129 0.4785 0.0555 -0.1247 -0.0413 -0.6788
C -0.6428 0.4397 0.0450 -0.2581 3.1721 -0.5336 -0.0695
C -1.6076 -0.1699 -0.6298 -0.1192 -0.0734 0.2405 -0.3655
C -1.2573 -1.2477 -1.5957 0.0674 -0.0159 0.3869 0.7748
O -1.3001 -2.4464 -1.4939 -0.0242 -0.1651 -0.0114 -0.6056
O -0.8472 -0.6058 -2.6862 0.0142 -0.0242 -0.7449 -0.7997
P 0.2088 0.8434 -2.7716 0.7716 -0.8858 1.5050 1.5597
O -0.1094 1.3960 -4.0704 -0.5455 0.7045 -1.4548 -1.1177
O -0.5498 2.2339 -1.5844 -0.0396 0.6040 -1.0196 -0.7657
C -0.6606 2.1942 -0.3214 -0.2246 -3.8547 1.5031 0.8343
O -0.7640 3.0566 0.5023 0.0339 0.6238 0.1799 -0.6401
H 0.7853 0.0289 1.5567 0.0305 -0.0167 -0.0509 0.2185
H 1.4787 0.4157 -0.0214 0.0507 -0.0382 0.0407 0.2243
H 0.7362 -1.1786 0.2515 0.0758 -0.0523 0.0505 0.2137
H -2.4879 0.3850 -0.9388 0.1116 0.1466 -0.0501 0.2172
```
Positions in Å, forces in eV/Å.



Entry 3:
A molecular structure, C5H4O7Pt in a non-equilibrium geometry. Source: OMol25; level of theory: ωB97M-V with the def2-TZVPD basis set.

Calculated values
**HOMO (spin up / spin down)**: -7.42 / -9.11 eV
**M**: 371.16 g mol⁻¹
**Total charge**: 0
**<S²>**: 2.0113
**Strongest force on any atom**: 18.4 eV/Å
**LUMO (spin up / spin down)**: -0.0109 / -0.0607 Ha
**2S+1**: 3

The geometry in XYZ format:
```
17
Properties=species:S:1:pos:R:3:forces:R:3:nbo_charge:R:1
O -0.4104 2.8137 0.6557 -1.2773 3.6602 4.3958 -0.6903
C -1.4719 3.3967 0.2274 -3.8493 2.7956 0.5716 0.6310
O -2.2022 4.1246 0.8834 1.3290 -1.1317 -0.8888 -0.5429
O 1.1835 0.4571 -0.5084 12.0245 -13.8367 1.0872 -0.5536
O 0.0279 -1.4423 -0.3581 -1.2612 -0.8517 -0.0684 -0.4492
C 1.1206 -0.7399 -0.2600 0.1672 -2.0996 1.5385 0.9295
Pt 0.2151 1.7230 -0.6260 -3.1767 7.6843 -2.7413 1.0901
O 2.0587 -1.3338 0.4517 0.9141 -0.1259 0.1168 -0.4493
C 1.6396 -2.6680 0.8094 0.0647 -0.0250 -0.1779 -0.1021
C 0.1564 -2.6795 0.4131 0.1019 0.0909 -0.2887 -0.1003
O -2.9634 3.2780 -1.6951 1.9606 0.0394 0.4456 -0.5437
C -1.8366 3.0538 -1.2735 -4.4475 0.8306 0.4536 0.6303
H 2.2475 -3.3798 0.2414 -0.1532 0.1385 0.1290 0.2053
H 1.8038 -2.8030 1.8824 -0.0057 0.0884 -0.2774 0.2180
H -0.5162 -2.6482 1.2757 0.0688 0.2100 -0.2870 0.2137
H -0.1131 -3.5110 -0.2439 0.0401 0.2334 0.1565 0.2175
O -0.9393 2.3587 -1.8752 -2.5001 2.2994 -4.1650 -0.7040
```
Positions in Å, forces in eV/Å.



Entry 4:
A single C5H4S molecule in a non-equilibrium geometry. Source: OMol25; level of theory: ωB97M-V with the def2-TZVPD basis set.

Calculated values
**HOMO (spin up / spin down)**: -7.91 / -7.91 eV
**M**: 96.15 g mol⁻¹
**Total charge**: 0
**Strongest force on any atom**: 3.1 eV/Å
**LUMO (spin up / spin down)**: -0.0148 / -0.0148 Ha
**Relative energy (zero: lowest compared OMol25 entry of this formula, charge and spin)**: 39.72 kcal per mole

The geometry in XYZ format:
```
10
Properties=species:S:1:pos:R:3:forces:R:3:nbo_charge:R:1
C 0.6028 0.2996 -0.0679 1.5273 0.2291 -0.6015 -0.2599
C -1.6460 -0.3313 -0.2325 -2.5111 -1.4937 1.0190 -0.2934
C 0.4474 1.3221 -0.9523 0.8806 2.2843 -0.5939 -0.3772
C -2.0741 0.8660 -0.8159 -1.1634 0.5593 -0.0801 -0.3683
C -0.4518 -0.4984 0.3874 0.9380 -0.3418 0.1953 -0.1485
S -1.0482 2.1307 -1.2250 0.2129 -2.6297 0.4191 0.5584
H 1.6717 0.1051 0.0840 -0.5758 -0.5001 0.4229 0.2336
H -2.3888 -1.1966 0.0490 0.9375 1.8799 -1.1210 0.2084
H 1.3089 1.7945 -1.4826 -0.5084 -0.6416 0.6853 0.2228
H -0.3326 -1.3419 1.0871 0.2623 0.6543 -0.3451 0.2243
```
Positions in Å, forces in eV/Å.



Entry 5:
A single C5H4S molecule in a non-equilibrium geometry. Source: OMol25; level of theory: ωB97M-V with the def2-TZVPD basis set.

Calculated values
**SMILES string**: C#CC#CCS
**HOMO**: -9.27 eV
**M**: 96.15 g mol⁻¹
**Total charge**: 0
**Strongest force on any atom**: 3.7 eV/Å
**LUMO**: 0.0227 Ha
**Relative energy (zero: lowest compared OMol25 entry of this formula, charge and spin)**: 50.76 kcal per mole

The geometry in XYZ format:
```
10
Properties=species:S:1:pos:R:3:forces:R:3:nbo_charge:R:1
C -3.5678 -0.6604 -0.0040 1.7616 0.2272 -0.1059 -0.1680
C -2.3624 -0.4095 0.0004 -3.6895 -0.6025 -0.0123 -0.0897
C -1.0497 -0.0532 -0.0022 1.2464 0.2323 0.0897 -0.0791
C 0.1162 0.2596 0.0091 0.5083 0.0283 -0.3813 0.0709
C 1.5593 0.5953 -0.0234 -0.5317 1.0181 0.9949 -0.6057
S 2.5507 -0.9057 -0.0078 0.5274 -0.5449 -0.1548 0.0039
H -4.6327 -0.9159 -0.0484 1.1645 0.2824 0.0983 0.2514
H 1.8283 1.2459 -0.8707 -0.3436 -0.3385 0.2222 0.2473
H 1.7925 1.1496 0.9183 -0.2302 -0.2443 -0.7463 0.2461
H 3.7655 -0.3057 0.0287 -0.4132 -0.0581 -0.0045 0.1229
```
Positions in Å, forces in eV/Å.



Entry 6:
A single C5H4S2 molecule in a non-equilibrium geometry. Source: OMol25; level of theory: ωB97M-V with the def2-TZVPD basis set.

Calculated values
**SMILES string**: S=C1C=CC(=S)C1
**HOMO**: -8.87 eV
**M**: 128.22 g mol⁻¹
**Total charge**: 0
**Strongest force on any atom**: 4.1 eV/Å
**LUMO**: -0.0678 Ha
**Relative energy (zero: lowest compared OMol25 entry of this formula, charge and spin)**: 27.19 kcal per mole

The geometry in XYZ format:
```
11
Properties=species:S:1:pos:R:3:forces:R:3:nbo_charge:R:1
S 2.7692 -0.6766 0.2438 -0.2378 -0.3340 -0.2654 0.0850
C 1.2543 -0.3172 -0.1887 -1.3684 -1.8486 -0.4279 -0.1120
C 0.7512 1.0263 -0.1831 -3.3498 -2.1415 0.5583 -0.1817
C -0.6058 1.0313 0.0647 3.6458 -1.4447 -1.3358 -0.1894
C -1.1234 -0.2879 -0.1223 -3.2785 -1.6964 1.3537 -0.0789
S -2.7111 -0.7146 0.2803 2.1011 0.6042 -0.7400 0.0223
C -0.0606 -1.2602 -0.4908 2.9697 0.0639 1.9117 -0.5291
H 1.4580 1.7411 -0.1969 1.8439 2.9291 0.1829 0.2248
H -1.1310 1.8121 0.4554 -1.6243 2.0227 0.5225 0.2335
H 0.0419 -1.4696 -1.5175 -0.2972 -0.0004 -1.5988 0.2571
H -0.0091 -2.3029 -0.0164 -0.4045 1.8457 -0.1612 0.2683
```
Positions in Å, forces in eV/Å.



Entry 7:
A molecular structure, C5H5AlCl2FeNO4 in a non-equilibrium geometry. Source: OMol25; level of theory: ωB97M-V with the def2-TZVPD basis set.

Calculated values
**HOMO (spin up / spin down)**: -24.20 / -23.98 eV
**M**: 296.83 g mol⁻¹
**Total charge**: +4
**<S²>**: 8.7681
**Strongest force on any atom**: 7.0 eV/Å
**LUMO (spin up / spin down)**: -0.6322 / -0.6382 Ha
**2S+1**: 6
**Relative energy (zero: lowest compared OMol25 entry of this formula, charge and spin)**: 0.00 kcal per mole

The geometry in XYZ format:
```
19
Properties=species:S:1:pos:R:3:forces:R:3:nbo_charge:R:1
Al 2.5389 -1.7289 -4.6988 0.0123 -1.1757 1.9864 1.6992
Fe -0.8809 -0.4598 0.8418 0.3745 -0.6753 0.4295 1.8047
Cl 2.8762 -2.8649 -2.9653 -0.0323 0.9052 -1.8004 -0.3173
Cl -1.0333 -1.0610 -1.2352 0.4175 0.2699 1.3591 -0.3476
C -2.6559 0.7095 0.6102 -4.3297 2.7332 -3.0371 0.3903
C 2.5616 0.2888 -4.1455 -0.1336 6.6111 2.2983 0.4676
C 0.5068 -1.9388 -5.1777 -6.2715 -0.7936 -1.3765 0.4595
O -3.4996 1.2380 0.0270 3.8246 -2.3846 3.0750 -0.2062
O 2.5006 1.3621 -3.6957 0.4234 -6.3830 -2.6929 -0.1619
O -0.6357 -2.0717 -5.3272 6.3358 0.6951 0.8390 -0.1476
C 0.8829 1.7570 3.1241 -0.2795 -0.0227 -0.2715 -0.7225
C 0.8702 0.2642 3.1632 3.2139 0.6162 3.7474 0.7132
N 1.6567 -0.3145 4.0892 -1.7031 0.8387 -2.1992 -0.6324
O 0.1795 -0.4550 2.3911 -1.9222 -1.0436 -2.8581 -0.7632
H 1.1395 2.1251 4.1205 -0.1011 0.1935 -0.2112 0.3022
H -0.0938 2.1513 2.8179 0.1832 -0.0267 0.1757 0.2544
H 1.6425 2.1062 2.4101 -0.0797 -0.0891 0.1515 0.2888
H 1.7273 -1.3227 4.1645 0.0657 -0.0704 0.1860 0.4557
H 2.2206 0.2840 4.6827 0.0019 -0.1981 0.1990 0.4630
```
Positions in Å, forces in eV/Å.



Entry 8:
A molecular structure, C5H5AuO6 in a non-equilibrium geometry. Source: OMol25; level of theory: ωB97M-V with the def2-TZVPD basis set.

Calculated values
**HOMO (spin up / spin down)**: -22.37 / -22.66 eV
**M**: 358.06 g mol⁻¹
**Total charge**: +3
**<S²>**: 3.7708
**Strongest force on any atom**: 11.5 eV/Å
**LUMO (spin up / spin down)**: -0.5718 / -0.6396 Ha
**2S+1**: 4

The geometry in XYZ format:
```
17
Properties=species:S:1:pos:R:3:forces:R:3:nbo_charge:R:1
C -4.7062 0.7183 -0.8335 -0.5710 0.6666 -0.2489 0.3410
C -3.1945 0.4739 -0.7433 1.3224 -1.2100 -0.7382 0.4015
O -2.7352 -0.2196 0.1516 -10.5242 2.4388 -4.0737 -0.4591
O -5.1299 1.4215 -1.7057 0.0714 -0.5523 0.6902 0.1364
H -5.3309 0.1927 -0.0836 -0.5828 0.0007 0.0773 0.3613
H -2.6071 0.7416 -1.6398 -0.1260 0.3473 0.2938 0.2662
C 1.5136 -0.1382 0.2212 3.3917 3.3262 -2.1380 0.3117
C 2.7932 0.5532 0.9267 -2.4357 -0.3625 0.5083 -0.0853
O 3.8155 -0.2720 0.4447 1.7785 -2.3397 -1.1301 -0.3434
C 3.3566 -1.4470 -0.0118 -4.9878 7.1202 2.5233 0.9701
O 2.0029 -1.4084 -0.0878 1.8241 -2.8102 -0.9455 -0.4199
O 4.0184 -2.4036 -0.2408 2.7150 -3.8069 -1.0880 0.1028
O 0.4249 -0.1495 0.8985 8.2851 1.9981 2.5896 -0.5145
H 2.6643 0.4525 2.0107 0.4102 0.1574 -0.1031 0.2557
H 2.9317 1.5868 0.6039 0.2696 -0.2193 0.0045 0.2843
Au -1.2025 -0.5844 0.8328 -0.6500 -3.7931 2.9002 1.1403
H 1.3851 0.4821 -0.7437 -0.1905 -0.9612 0.8782 0.2510
```
Positions in Å, forces in eV/Å.



Entry 9:
A molecular structure, C5H5Br in a non-equilibrium geometry. Source: OMol25; level of theory: ωB97M-V with the def2-TZVPD basis set.

Calculated values
**HOMO**: -10.06 eV
**M**: 145.00 g mol⁻¹
**Total charge**: 0
**Strongest force on any atom**: 6.4 eV/Å
**LUMO**: 0.0274 Ha
**Relative energy (zero: lowest compared OMol25 entry of this formula, charge and spin)**: 67.01 kcal per mole

The geometry in XYZ format:
```
11
Properties=species:S:1:pos:R:3:forces:R:3:nbo_charge:R:1
C 0.3388 -2.7257 0.0801 0.2678 1.4858 -0.4491 -0.3125
C 0.0708 -1.5462 0.0125 -2.4461 3.5258 0.9753 -0.0334
C 0.2636 1.1288 0.7950 -3.4849 2.9950 -0.9915 -0.4462
C 0.1829 1.0758 -0.7102 0.7398 0.4349 -1.9721 -0.4599
C -0.6526 0.2109 0.1273 1.8836 -5.9133 -1.5181 -0.0628
Br -2.5423 0.2396 0.0255 0.3973 0.0200 0.2642 0.1236
H 0.8633 -3.6208 -0.0792 0.0186 -0.7895 0.1238 0.2328
H 1.0709 0.6787 1.2229 2.0336 -0.5390 1.4828 0.2469
H -0.2972 2.0320 1.1504 1.1410 -0.9956 0.5247 0.2390
H -0.3789 1.7744 -1.3513 0.3057 0.1980 0.9726 0.2320
H 1.0808 0.7526 -1.2730 -0.8562 -0.4221 0.5875 0.2405
```
Positions in Å, forces in eV/Å.